(1)
{"formula": "C20H40BN2O27S5", "method": "the ωB97M-V functional and the def2-TZVPD basis", "species": ["C", "C", "O", "C", "N", "C", "C", "C", "O", "O", "C", "C", "N", "C", "B", "O", "O", "C", "O", "O", "H", "H", "H", "H", "H", "H", "H", "H", "H", "H", "H", "H", "H", "H", "H", "H", "H", "H", "H", "H", "C", "C", "O", "S", "O", "O", "O", "H", "H", "H", "H", "C", "C", "O", "S", "O", "O", "O", "H", "H", "H", "H", "C", "C", "O", "S", "O", "O", "O", "H", "H", "H", "H", "C", "C", "O", "S", "O", "O", "O", "H", "H", "H", "H", "C", "C", "O", "S", "O", "O", "O", "H", "H", "H", "H"], "xyz": [[-4.554, -2.806, 1.504], [-3.123, -2.998, 0.971], [-2.339, -1.949, 1.504], [-1.172, -1.658, 0.705], [-0.928, -0.286, 0.492], [-0.200, 0.430, 1.510], [-0.524, 0.047, 2.968], [0.492, 0.725, 3.873], [1.621, 0.323, 3.988], [0.087, 1.809, 4.588], [-1.863, 0.510, -0.299], [-1.024, 1.357, -1.328], [-0.575, 2.646, -0.806], [0.617, 3.105, -1.564], [-2.871, -0.292, -1.236], [-4.213, -0.096, -1.109], [-2.431, -1.230, -2.199], [-2.774, 1.465, 0.550], [-3.095, 1.148, 1.716], [-3.194, 2.521, -0.020], [-5.150, -3.687, 1.223], [-4.989, -1.942, 0.995], [-4.524, -2.707, 2.590], [-2.736, -3.975, 1.307], [-3.191, -2.954, -0.125], [-1.145, -2.278, -0.200], [-0.327, -2.050, 1.302], [0.880, 0.237, 1.370], [-0.297, 1.516, 1.431], [-1.517, 0.367, 3.298], [-0.407, -1.021, 3.175], [-0.854, 1.721, 4.792], [-1.684, 1.553, -2.202], [-0.212, 0.715, -1.680], [-1.266, 3.363, -0.968], [0.432, 4.103, -1.983], [0.848, 2.460, -2.422], [1.517, 3.120, -0.932], [-4.684, -0.466, -1.866], [-1.895, -0.698, -2.806], [-0.511, -5.333, -4.956], [0.643, -4.662, -4.240], [0.043, -3.592, -3.510], [-1.439, -4.012, -3.050], [-1.385, -4.483, -1.714], [-2.327, -2.994, -3.459], [-1.593, -5.297, -4.025], [-0.806, -4.771, -5.846], [-0.285, -6.360, -5.234], [1.396, -4.279, -4.923], [1.114, -5.340, -3.524], [2.697, 5.045, 3.540], [2.393, 4.313, 4.826], [3.351, 4.829, 5.768], [3.666, 6.359, 5.422], [2.876, 7.192, 6.257], [5.073, 6.516, 5.325], [3.033, 6.381, 3.951], [3.564, 4.617, 3.032], [1.850, 5.058, 2.859], [2.492, 3.236, 4.727], [1.393, 4.552, 5.192], [5.068, -1.138, -4.442], [3.890, -1.422, -5.351], [2.899, -1.988, -4.489], [3.030, -1.334, -3.019], [2.087, -0.286, -2.906], [3.123, -2.384, -2.074], [4.487, -0.682, -3.220], [5.638, -2.047, -4.233], [5.734, -0.381, -4.849], [4.138, -2.114, -6.152], [3.486, -0.501, -5.777], [3.771, -1.100, 5.657], [3.540, -1.904, 6.918], [3.499, -3.266, 6.475], [4.485, -3.447, 5.219], [5.723, -3.967, 5.685], [3.761, -4.066, 4.170], [4.687, -1.897, 4.883], [2.851, -0.979, 5.087], [4.199, -0.123, 5.862], [2.614, -1.635, 7.418], [4.374, -1.801, 7.618], [-5.564, 3.333, -4.213], [-5.119, 2.150, -3.383], [-4.168, 1.466, -4.223], [-3.390, 2.531, -5.126], [-2.145, 2.837, -4.520], [-3.480, 2.118, -6.482], [-4.381, 3.771, -4.893], [-6.300, 3.039, -4.967], [-5.971, 4.135, -3.604], [-5.940, 1.490, -3.119], [-4.604, 2.468, -2.470]], "forces_ev_per_a": [[0.5, -0.5, -0.6], [-1.0, 0.2, 0.7], [0.0, -0.1, -1.0], [1.1, -0.6, 1.2], [-0.8, 0.1, -0.3], [0.8, -0.2, 0.5], [0.1, 0.5, 1.2], [-0.4, -1.0, -0.4], [0.4, 0.7, 0.0], [0.1, -0.1, 0.4], [0.0, 0.8, -0.1], [-1.8, 0.1, 0.0], [1.8, 0.2, -0.9], [-0.1, -0.1, 0.0], [0.3, -0.8, 0.4], [-0.3, 0.0, -0.3], [-0.5, 2.9, 1.1], [-1.2, 1.4, 0.6], [0.8, -0.5, -0.3], [0.5, -0.7, -0.6], [0.0, 0.1, 0.2], [0.0, 0.1, 0.5], [-0.2, 0.2, -0.1], [0.1, 0.1, -0.3], [0.4, -0.2, 0.1], [-0.5, 0.5, -0.1], [0.0, 0.2, -0.2], [-0.2, 0.0, 0.1], [-0.4, -0.2, -0.4], [-0.1, -0.2, -0.7], [-0.1, 0.1, -0.3], [0.0, 0.2, -0.5], [0.3, -0.1, 0.0], [0.2, 0.3, 0.3], [-0.6, -0.6, 0.4], [0.2, -0.1, 0.2], [-0.1, 0.0, 0.1], [-0.1, 0.1, -0.1], [0.1, -0.3, 0.1], [0.3, -0.6, 0.0], [0.0, 0.2, -0.4], [0.2, -0.4, 0.3], [-0.3, 0.0, -0.3], [0.2, 0.0, -0.2], [-0.2, -0.1, 0.0], [0.1, -1.7, -1.1], [0.3, 0.0, 0.3], [0.1, 0.0, 0.0], [-0.1, -0.1, 0.2], [-0.1, 0.2, 0.1], [0.0, 0.0, -0.1], [0.3, -0.4, -0.2], [-0.6, 0.0, 0.0], [0.3, 0.2, -0.3], [-0.3, -0.4, -0.2], [0.2, 0.2, 0.0], [0.0, 0.1, 0.2], [-0.1, 0.0, 0.4], [0.0, 0.0, 0.0], [0.0, 0.2, 0.1], [0.2, 0.0, 0.2], [0.0, -0.1, 0.0], [0.2, -0.4, 0.0], [-0.1, 0.5, -0.2], [0.3, -0.2, 0.2], [0.0, 0.1, -0.1], [0.0, 0.0, 0.2], [-0.1, -0.1, 0.0], [-0.3, 0.1, -0.2], [0.0, 0.0, 0.0], [-0.1, 0.1, 0.2], [-0.1, -0.2, 0.1], [0.1, 0.0, 0.0], [-0.6, 0.1, -0.1], [0.5, 0.2, 0.3], [-0.1, 0.1, -0.4], [-0.2, 0.5, 0.1], [0.0, -0.1, -0.2], [0.1, -0.3, 0.0], [0.2, -0.3, 0.4], [0.1, 0.0, 0.0], [0.2, -0.1, -0.1], [-0.1, -0.2, -0.1], [0.0, 0.0, 0.0], [-0.4, -0.2, -0.2], [0.3, 0.4, 0.8], [-0.2, 0.1, -0.4], [-0.4, 0.0, 0.4], [0.1, 0.1, -0.3], [0.2, -0.1, 0.0], [0.2, -0.2, 0.2], [0.0, 0.0, 0.0], [0.2, 0.1, 0.0], [0.1, -0.2, -0.2], [0.0, -0.1, 0.1]], "mulliken_charge": [-1.36, 0.23, -0.24, -0.97, 0.46, -1.31, 0.10, 0.46, -0.62, -0.45, 1.08, -1.63, -0.13, -0.86, 0.54, -0.70, -0.13, 0.09, -0.72, -0.80, 0.41, 0.23, 0.31, 0.37, -0.05, -0.02, 0.76, 0.44, 0.43, 0.25, 0.29, 0.36, 0.06, 0.68, 0.30, 0.37, 0.22, 0.20, 0.25, 0.18, -0.47, -0.24, -0.09, 1.08, -0.58, -0.51, -0.35, 0.30, 0.32, 0.22, 0.27, -0.28, -0.10, -0.31, 1.11, -0.55, -0.54, -0.33, 0.31, 0.31, 0.11, 0.25, -0.40, -0.39, -0.26, 1.14, -0.43, -0.59, -0.31, 0.29, 0.32, 0.32, 0.28, -0.02, -0.36, -0.34, 1.10, -0.55, -0.52, -0.30, 0.15, 0.28, 0.32, 0.29, -0.44, -0.20, -0.23, 1.06, -0.49, -0.59, -0.33, 0.30, 0.33, 0.39, 0.17], "orbital_gap_ev": 6.0, "total_energy_ev": -134502.5602, "total_charge": -1, "e_lumo_ha": 0.0557}

(2)
{"formula": "C20H40Br20", "method": "the ωB97M-V functional and the def2-TZVPD basis", "species": ["Br", "C", "C", "Br", "H", "H", "H", "H", "Br", "C", "C", "Br", "H", "H", "H", "H", "Br", "C", "C", "Br", "H", "H", "H", "H", "Br", "C", "C", "Br", "H", "H", "H", "H", "Br", "C", "C", "Br", "H", "H", "H", "H", "Br", "C", "C", "Br", "H", "H", "H", "H", "Br", "C", "C", "Br", "H", "H", "H", "H", "Br", "C", "C", "Br", "H", "H", "H", "H", "Br", "C", "C", "Br", "H", "H", "H", "H", "Br", "C", "C", "Br", "H", "H", "H", "H"], "xyz": [[-1.644, 5.164, 1.768], [-0.592, 4.934, 3.383], [-1.473, 5.049, 4.591], [-0.378, 4.741, 6.155], [0.164, 5.708, 3.384], [-0.189, 3.927, 3.341], [-2.328, 4.382, 4.582], [-1.867, 6.060, 4.681], [0.233, -2.716, 1.259], [-0.280, -3.781, 2.798], [0.727, -4.881, 2.971], [0.269, -5.888, 4.564], [-1.273, -4.173, 2.604], [-0.317, -3.099, 3.643], [1.737, -4.489, 2.991], [0.596, -5.599, 2.167], [0.598, -0.939, -1.735], [1.356, 0.298, -0.440], [0.702, 1.655, -0.578], [1.064, 2.690, 1.050], [2.430, 0.323, -0.579], [1.127, -0.101, 0.544], [-0.374, 1.567, -0.654], [1.119, 2.269, -1.367], [8.572, -1.500, -0.229], [7.170, -0.758, 0.893], [6.271, 0.078, 0.036], [4.841, 0.817, 1.153], [7.660, -0.119, 1.624], [6.678, -1.570, 1.413], [5.778, -0.497, -0.739], [6.797, 0.940, -0.355], [-2.092, -0.086, 0.963], [-3.150, -1.686, 0.748], [-4.569, -1.334, 0.390], [-5.513, -2.944, -0.145], [-3.084, -2.302, 1.640], [-2.691, -2.240, -0.068], [-4.597, -0.694, -0.488], [-5.130, -0.856, 1.186], [-0.601, -3.363, -5.551], [-0.914, -1.448, -5.389], [-2.312, -1.127, -4.948], [-2.804, -1.924, -3.264], [-0.745, -1.030, -6.380], [-0.155, -1.052, -4.723], [-3.075, -1.346, -5.688], [-2.349, -0.051, -4.767], [2.161, -0.105, 3.293], [1.659, 0.901, 4.878], [1.459, -0.051, 6.025], [0.698, 0.937, 7.517], [0.775, 1.475, 4.628], [2.493, 1.568, 5.072], [2.399, -0.456, 6.380], [0.770, -0.853, 5.788], [2.453, 5.311, -5.245], [0.851, 4.228, -5.169], [1.149, 2.886, -4.571], [-0.523, 1.991, -4.173], [0.422, 4.178, -6.163], [0.152, 4.763, -4.530], [1.699, 3.002, -3.641], [1.721, 2.232, -5.222], [-4.684, 2.252, -2.992], [-4.419, 2.509, -1.097], [-2.986, 2.695, -0.737], [-2.218, 4.290, -1.575], [-4.844, 1.646, -0.588], [-5.011, 3.370, -0.797], [-2.365, 1.843, -1.004], [-2.809, 2.898, 0.318], [-1.875, -5.453, -0.337], [-0.887, -4.606, -1.796], [0.277, -5.425, -2.252], [1.538, -5.673, -0.787], [-0.613, -3.600, -1.490], [-1.648, -4.508, -2.569], [0.821, -4.848, -2.995], [-0.011, -6.408, -2.601]], "forces_ev_per_a": [[-0.1, 0.1, 0.0], [-0.4, -0.4, 0.1], [-0.4, 0.8, 0.0], [0.0, -0.2, 0.2], [0.2, -0.1, -0.1], [0.3, 0.1, -0.2], [0.2, -0.3, 0.1], [0.1, 0.0, 0.1], [0.0, -0.1, -0.1], [-0.1, 0.3, 0.2], [-0.5, -0.2, -0.5], [0.2, 0.1, 0.2], [0.0, 0.0, -0.1], [0.1, 0.0, 0.0], [0.1, -0.2, 0.3], [0.3, 0.0, -0.1], [0.1, 0.0, -0.2], [-0.2, 0.2, 0.3], [0.3, 0.1, 0.3], [0.0, -0.1, -0.2], [0.0, 0.0, -0.1], [0.0, -0.2, -0.1], [0.0, 0.1, -0.1], [-0.2, -0.1, -0.2], [0.0, -0.1, 0.0], [0.3, 0.3, 0.3], [-0.4, 0.1, 0.2], [0.1, -0.1, -0.1], [0.1, -0.1, 0.0], [-0.1, -0.1, -0.2], [0.1, 0.1, -0.1], [0.0, -0.1, -0.2], [-0.1, 0.2, 0.4], [-0.1, -0.5, -0.4], [0.0, 0.3, -0.3], [0.0, -0.1, 0.1], [0.1, 0.2, 0.1], [0.1, 0.0, 0.0], [0.1, 0.0, 0.0], [0.0, -0.1, 0.2], [0.1, 0.0, -0.1], [0.1, -0.2, -0.2], [0.1, 0.8, 0.0], [-0.2, -0.1, 0.1], [0.0, 0.0, 0.0], [-0.1, -0.1, 0.2], [0.0, -0.4, 0.0], [-0.1, -0.1, 0.0], [0.0, -0.2, 0.1], [0.3, 0.1, -0.1], [-0.1, 0.1, 0.1], [0.0, 0.0, 0.1], [-0.1, -0.1, 0.0], [-0.1, 0.1, 0.0], [0.0, -0.1, -0.1], [-0.1, 0.0, 0.0], [0.1, 0.0, -0.1], [-0.5, 0.3, 0.1], [0.4, -0.1, 0.1], [-0.1, -0.1, 0.0], [0.1, -0.1, -0.1], [0.1, 0.1, 0.0], [-0.1, -0.1, 0.1], [0.0, 0.0, -0.1], [0.0, -0.2, -0.1], [-0.5, 0.2, 0.4], [0.9, 0.3, 0.0], [-0.1, -0.1, -0.1], [0.2, -0.1, -0.1], [0.0, 0.1, -0.2], [-0.1, 0.1, -0.3], [-0.4, -0.2, 0.1], [0.0, 0.1, 0.0], [-0.8, 0.1, 0.0], [0.2, 0.3, 0.4], [0.2, -0.2, -0.2], [0.1, -0.1, 0.3], [0.2, -0.1, -0.2], [0.0, -0.2, -0.2], [0.1, -0.1, -0.1]], "mulliken_charge": [-0.12, 0.04, -0.60, -0.17, 0.39, -0.32, 0.39, 0.39, -0.11, -0.52, -0.50, -0.17, 0.39, 0.34, 0.40, 0.21, -0.03, 0.17, 0.61, -0.11, 0.17, -0.24, -0.67, 0.15, -0.16, -0.58, -0.60, -0.15, 0.35, 0.39, 0.38, 0.39, -0.03, 0.08, -0.62, -0.15, 0.35, -0.16, 0.15, 0.46, -0.18, -0.41, -0.24, -0.04, 0.43, 0.05, 0.44, -0.08, -0.12, -0.52, -0.48, -0.17, 0.33, 0.35, 0.38, 0.24, -0.16, -0.54, -0.55, -0.06, 0.38, 0.28, 0.33, 0.39, -0.14, -0.53, -0.22, -0.14, 0.20, 0.45, -0.12, 0.37, -0.14, 0.14, -0.52, -0.16, -0.39, 0.28, 0.31, 0.41], "orbital_gap_ev": 9.8, "total_energy_ev": -1422240.7668, "total_charge": 0, "de_lowest_ev": 0.189, "e_lumo_ha": 0.0037}

(3)
{"formula": "C20H40Br2O18", "method": "the ωB97M-V functional and the def2-TZVPD basis", "species": ["C", "O", "C", "O", "O", "C", "H", "H", "H", "H", "H", "H", "C", "O", "C", "O", "O", "C", "H", "H", "H", "H", "H", "H", "C", "O", "C", "O", "O", "C", "H", "H", "H", "H", "H", "H", "C", "O", "C", "O", "O", "C", "H", "H", "H", "H", "H", "H", "C", "O", "C", "O", "O", "C", "H", "H", "H", "H", "H", "H", "C", "O", "C", "O", "O", "C", "H", "H", "H", "H", "H", "H", "Br", "C", "C", "Br", "H", "H", "H", "H"], "xyz": [[-0.559, 1.950, 2.887], [-0.182, 0.563, 2.781], [0.869, 0.255, 3.462], [1.706, 1.028, 3.961], [0.933, -1.138, 3.333], [2.193, -1.674, 3.542], [-0.469, 2.218, 3.939], [-1.584, 2.172, 2.589], [0.109, 2.592, 2.313], [2.213, -2.764, 3.539], [2.643, -1.334, 4.474], [2.852, -1.327, 2.746], [5.471, -0.972, -2.351], [4.902, -2.149, -2.946], [4.903, -3.329, -2.266], [5.521, -3.586, -1.208], [4.001, -4.126, -2.898], [3.676, -5.408, -2.283], [6.554, -0.933, -2.242], [5.062, -0.994, -1.341], [5.155, -0.019, -2.774], [3.375, -6.259, -2.896], [2.785, -5.279, -1.669], [4.515, -5.689, -1.646], [-3.201, 4.008, 0.296], [-3.623, 2.820, -0.524], [-3.091, 2.589, -1.742], [-2.333, 3.333, -2.333], [-3.618, 1.433, -2.198], [-3.039, 0.907, -3.438], [-3.775, 4.007, 1.222], [-3.277, 4.946, -0.254], [-2.165, 3.856, 0.598], [-3.613, 0.089, -3.871], [-2.046, 0.504, -3.238], [-2.961, 1.635, -4.246], [2.479, -2.739, 0.395], [1.393, -1.886, 0.090], [1.691, -0.732, -0.566], [2.643, -0.457, -1.267], [0.686, 0.122, -0.307], [0.712, 1.477, -0.830], [3.350, -2.467, -0.201], [2.276, -3.761, 0.076], [2.686, -2.745, 1.465], [-0.030, 2.206, -0.504], [0.735, 1.464, -1.919], [1.646, 1.991, -0.601], [2.022, 4.784, 2.089], [1.145, 4.517, 1.027], [1.105, 5.331, -0.071], [2.021, 6.005, -0.448], [0.032, 4.992, -0.669], [0.014, 5.028, -2.110], [1.669, 5.633, 2.675], [3.056, 4.921, 1.773], [1.993, 3.882, 2.700], [0.630, 5.860, -2.450], [-1.014, 5.157, -2.449], [0.253, 4.061, -2.554], [-7.147, 0.552, 0.891], [-5.713, 0.622, 1.043], [-4.872, -0.147, 0.349], [-5.184, -1.031, -0.442], [-3.626, 0.023, 0.886], [-2.480, -0.643, 0.425], [-7.502, -0.377, 1.337], [-7.568, 0.466, -0.111], [-7.545, 1.426, 1.406], [-2.444, -1.702, 0.679], [-1.536, -0.249, 0.801], [-2.366, -0.580, -0.658], [0.589, -5.495, 2.580], [-0.585, -6.153, 1.113], [-0.705, -5.059, 0.051], [-1.995, -5.681, -1.271], [-1.543, -6.527, 1.475], [-0.073, -7.027, 0.711], [0.220, -4.841, -0.483], [-1.018, -4.142, 0.550]], "forces_ev_per_a": [[0.3, 0.7, 0.7], [-2.0, 1.4, -0.5], [3.1, -0.7, 0.2], [-2.2, -2.4, -0.9], [-0.7, 1.9, 0.6], [1.9, 0.1, 0.5], [0.0, 0.2, -0.1], [0.0, -0.9, -0.3], [0.1, -0.2, -0.1], [-0.7, 0.1, 0.0], [-0.1, 0.0, 0.1], [0.2, 0.0, 0.0], [-0.1, -0.3, 2.1], [0.3, -0.9, -0.5], [0.5, 0.4, 2.2], [-1.8, 0.7, -3.3], [0.3, -0.5, -0.1], [0.3, 0.5, 1.3], [0.1, -0.6, -0.5], [0.3, 0.4, 0.1], [-0.4, -0.7, -0.7], [0.6, 0.7, -1.1], [0.1, 0.4, 0.3], [-0.2, -0.1, 0.0], [0.6, -1.2, -0.9], [0.2, 0.7, 0.5], [-0.3, 0.8, 0.2], [-0.5, -0.9, 0.4], [0.6, 0.0, -0.7], [0.4, 0.1, -0.1], [-0.4, -0.2, -0.5], [-0.2, -0.2, -0.1], [0.1, 0.0, -0.3], [-0.5, 0.1, 0.8], [0.0, 0.2, 0.2], [0.0, 0.4, 0.5], [0.9, -0.7, -0.7], [0.0, 1.1, -0.4], [0.0, 1.0, -0.3], [-0.7, -0.8, 0.9], [-0.9, 0.7, 0.4], [1.8, 0.1, -1.1], [0.1, 0.3, 0.4], [-0.5, 0.0, 0.1], [-0.1, 0.1, -0.4], [-0.7, -1.1, 0.5], [-0.4, -0.3, -0.1], [0.3, -0.4, 0.4], [0.6, -0.2, 0.5], [-0.7, 0.5, -0.2], [2.9, -1.5, 1.4], [-0.2, 0.7, 0.1], [-2.7, -0.7, -2.0], [-0.6, 0.8, -0.5], [0.1, 0.1, 0.0], [-0.1, 0.2, -0.2], [0.0, 0.1, 0.1], [0.1, -0.3, -0.1], [0.1, 0.4, 0.5], [0.7, 0.0, 0.4], [0.0, -0.9, 0.0], [0.1, 0.8, -0.4], [0.2, -2.8, 0.0], [0.6, 1.9, 0.8], [-1.1, 1.2, 0.3], [0.7, -1.0, -1.3], [0.1, 0.1, 0.5], [0.8, 0.5, -0.4], [0.2, -0.2, -0.1], [-0.5, -0.1, 0.1], [-0.6, 0.6, 0.6], [-0.4, 0.0, -0.2], [-0.6, -0.3, -0.5], [0.8, -0.2, -0.6], [0.0, -0.2, 0.8], [0.1, 0.3, 0.1], [0.1, 0.6, 0.3], [0.1, 0.1, 0.0], [-0.1, -0.3, 0.1], [-0.4, 0.0, -0.4]], "mulliken_charge": [-0.42, -0.08, 0.70, -0.61, -0.18, -0.91, 0.49, 0.16, -0.03, 0.22, 0.36, 0.42, -0.51, -0.31, 0.91, -0.60, -0.33, -0.46, 0.28, 0.15, 0.29, 0.30, 0.01, 0.36, -0.35, -0.24, 0.77, -0.59, -0.20, -0.73, 0.29, 0.29, -0.08, 0.28, 0.23, 0.31, 0.29, 0.03, 0.61, -0.60, -0.17, -0.82, 0.00, -0.15, -0.28, 0.02, 0.45, 0.44, -0.73, -0.17, 0.65, -0.59, -0.14, -0.73, 0.30, 0.35, 0.19, 0.42, 0.24, 0.21, -0.71, -0.29, 0.73, -0.61, -0.13, -0.34, 0.31, 0.31, 0.25, 0.40, -0.08, 0.14, -0.18, -0.60, 0.03, -0.12, 0.46, 0.39, -0.06, 0.12], "orbital_gap_ev": 10.9, "total_energy_ev": -198326.1979, "total_charge": 0, "e_lumo_ha": 0.0168}